# 1
The following is a DFT calculation (wB97M-V/def2-TZVPD) of a cluster of 6 separate species, C32H52N4O18 in total at a distorted geometry.

XYZ file:
```
106
C32H52N4O18, DFT wB97M-V/def2-TZVPD
C -1.51961 -0.09324 2.19724
C -0.93353 1.03068 2.58223
O 0.05847 2.06151 2.72967
C 0.00505 2.99954 1.62501
O -0.95099 3.86279 1.60993
N 1.00160 3.06905 0.54870
C 0.40322 2.94969 -0.82141
C -0.83813 1.92652 -0.94962
C -0.64253 1.12736 -2.37719
C -1.04632 -0.44791 -2.15637
O -1.28157 -1.10528 -3.46409
C 2.17692 2.16954 0.76850
C 1.92670 0.60850 0.44657
C 3.35694 -0.17820 0.48186
C 3.43407 -1.25307 -0.75877
N 4.41983 -0.74670 -1.76952
C 4.39631 -1.51130 -3.04058
N 4.51358 -2.83093 -3.17785
N 4.27089 -0.70126 -4.30980
H -2.03694 -1.12907 2.14198
H 0.00668 4.00558 -1.12115
H 1.27544 2.74050 -1.55764
H -0.84099 1.08055 -0.14751
H -1.86251 2.44537 -1.03846
H 0.47558 1.09641 -2.70631
H -1.24073 1.62006 -3.22475
H -0.15850 -1.04574 -1.68654
H -2.01292 -0.52295 -1.53350
H -2.01061 -1.76393 -3.29998
H 3.05064 2.52111 0.08489
H 2.51409 2.24274 1.87963
H 1.18751 0.08490 1.17957
H 1.49574 0.42484 -0.61609
H 3.50741 -0.70171 1.51185
H 4.23666 0.58490 0.39977
H 3.79451 -2.24504 -0.25961
H 2.38429 -1.47966 -1.17699
H 4.08676 0.21663 -2.00972
H 4.62290 -3.23101 -2.22760
H 5.25991 -0.52504 -4.60912
H 3.90115 -1.33768 -5.03595
C 2.17821 -7.70840 -4.44385
C 2.79765 -6.92752 -3.29614
C 2.68864 -7.60390 -1.96221
O 2.71785 -6.50776 -1.05900
C 2.19794 -5.44115 -1.73389
O 1.87417 -4.40521 -1.22208
O 2.09257 -5.70971 -3.06570
H 1.83697 -8.69893 -4.12952
H 1.33535 -7.17567 -4.89062
H 2.92153 -7.87217 -5.22932
H 3.83648 -6.66852 -3.53044
H 3.51975 -8.28603 -1.77109
H 1.74447 -8.14054 -1.81970
C 4.02307 -6.07906 3.62106
C 3.56016 -7.12784 2.62280
C 3.79745 -8.54298 3.06198
O 3.90267 -9.23342 1.82471
C 4.37555 -8.32764 0.92001
O 4.78748 -8.61154 -0.17382
O 4.32289 -7.06253 1.42072
H 4.36704 -6.52720 4.55768
H 4.82637 -5.45870 3.21668
H 3.19185 -5.41772 3.88152
H 2.50999 -6.96134 2.35697
H 2.97275 -8.93917 3.65807
H 4.73441 -8.67893 3.61192
C -7.56517 0.65872 2.14516
C -6.05385 0.55213 2.03686
C -5.42164 1.61868 1.19306
O -4.23554 0.98447 0.73683
C -4.50459 -0.35163 0.69823
O -3.80453 -1.17051 0.16068
O -5.66996 -0.63532 1.34427
H -7.94724 1.56589 1.66950
H -8.06890 -0.20437 1.70233
H -7.86061 0.71259 3.19530
H -5.60403 0.51172 3.03536
H -5.18455 2.51777 1.76534
H -6.01997 1.89761 0.31958
C 1.85268 7.77254 -1.98393
C 1.23704 6.99277 -3.13461
C 0.09692 7.69453 -3.81320
O -0.66229 6.61288 -4.33513
C -0.43491 5.55011 -3.50924
O -1.07569 4.53136 -3.52170
O 0.61150 5.80016 -2.66772
H 1.42978 8.77738 -1.89614
H 1.72578 7.25709 -1.02887
H 2.92574 7.90211 -2.15136
H 2.01198 6.70011 -3.85231
H 0.43175 8.35536 -4.61548
H -0.53977 8.26040 -3.12527
C -4.20446 5.98877 5.54020
C -4.82430 5.22155 4.38362
C -5.95542 5.93746 3.70564
O -6.72278 4.86465 3.17608
C -6.50674 3.79681 3.99784
O -7.15488 2.78360 3.97971
O -5.46356 4.03162 4.84177
H -4.61780 6.99722 5.63242
H -4.33904 5.46935 6.49195
H -3.12983 6.10868 5.37638
H -4.05009 4.92543 3.66647
H -5.61213 6.59931 2.90790
H -6.58910 6.50556 4.39447
```

Values from the calculation:
**2S+1**: 1
**HOMO energy**: -8.96 eV
**SMILES**: [H]/N=C(/N)NCCCCN(CCCCO)C(=O)OC#C.C[C@@H]1COC(=O)O1.C[C@@H]1COC(=O)O1.C[C@@H]1COC(=O)O1.C[C@@H]1COC(=O)O1.C[C@@H]1COC(=O)O1
**Lowest unoccupied orbital energy**: 0.55 eV
**Orbital gap**: 9.5 eV

Mulliken population analysis, charges in e, atoms 1 to 5: -0.29, 0.01, -0.30, 0.43, -0.59



# 2
The following is a DFT calculation (wB97M-V/def2-TZVPD) of a cluster of 7 separate species, C32H53Br2F3O20P in total at a distorted geometry.

XYZ file:
```
111
C32H53Br2F3O20P, DFT wB97M-V/def2-TZVPD
C -3.68700 2.01001 -2.03690
C -2.20191 2.27325 -1.56051
Br -2.28827 2.11605 0.39368
C -1.31886 1.16207 -2.17988
Br -1.68260 0.99298 -4.12426
P 0.56425 1.14044 -1.75580
C 0.79674 3.02913 -1.87533
C 0.48736 3.66169 -3.25257
C 0.80374 5.13937 -3.21405
F 0.46629 5.82997 -2.08499
C 1.37879 5.85886 -4.21905
F 0.71035 6.82046 -4.87436
F 2.63817 5.73002 -4.60864
O 2.33078 0.93561 -1.40719
C 2.68783 1.03278 -0.12926
O 3.37046 2.00223 0.20347
C 2.39399 0.00949 0.96759
C 3.30419 0.02635 2.01581
C 3.10363 -0.81977 3.06486
C 2.04356 -1.68807 3.14352
C 1.14212 -1.73302 2.10192
C 1.33168 -0.87270 1.03090
H -3.77225 0.93026 -2.18052
H -4.36699 2.29813 -1.23152
H -3.91125 2.54425 -2.96000
H -1.99551 3.29304 -1.88123
H -1.71274 0.22432 -1.77324
H 0.88154 1.02512 -3.16876
H 0.45300 -0.31990 -1.68961
H 0.27243 1.27268 -0.33956
H 1.85646 3.23793 -1.68898
H 0.27008 3.57423 -1.07983
H 1.13737 3.24482 -4.02952
H -0.57241 3.63435 -3.52972
H 4.13594 0.71592 1.96403
H 3.80511 -0.78283 3.89771
H 1.92013 -2.32275 4.01609
H 0.28811 -2.40147 2.12584
H 0.59557 -0.90575 0.23355
C -4.50103 3.17419 -7.55516
O -5.63491 4.01622 -7.33266
C -6.17801 3.88833 -6.12212
O -5.80252 3.15363 -5.24984
O -7.21854 4.72381 -6.04489
C -7.89649 4.69007 -4.78952
H -4.14987 3.36406 -8.56604
H -3.70109 3.41045 -6.85546
H -4.78016 2.12502 -7.47274
H -7.22784 4.98482 -3.98232
H -8.30639 3.69899 -4.59996
H -8.71373 5.40440 -4.84954
C 5.21632 -1.09942 -1.61601
O 5.53922 -1.55432 -0.29728
C 6.41078 -2.54909 -0.24236
O 6.94169 -3.09241 -1.17657
O 6.59691 -2.85548 1.04799
C 7.51524 -3.92442 1.26663
H 4.49567 -0.29410 -1.51145
H 6.10154 -0.71530 -2.12109
H 4.76191 -1.89834 -2.19943
H 8.50344 -3.66616 0.88794
H 7.15548 -4.84144 0.80151
H 7.58305 -4.08366 2.33971
C -6.76928 1.20603 2.56787
O -6.93559 1.57268 1.19816
C -7.75465 0.78034 0.51286
O -8.33753 -0.18139 0.94406
O -7.81504 1.23515 -0.73873
C -8.65913 0.47537 -1.60134
H -6.08133 1.91865 3.01428
H -7.72013 1.25605 3.09698
H -6.33837 0.20941 2.64931
H -9.68794 0.48868 -1.24336
H -8.29960 -0.54889 -1.68779
H -8.61900 0.94587 -2.58022
C 3.21148 3.40139 3.85845
O 4.20458 4.10161 4.62132
C 5.16569 3.32679 5.10852
O 5.26227 2.13637 4.96772
O 6.01849 4.10148 5.79150
C 7.10873 3.39138 6.37239
H 2.48742 4.13609 3.51823
H 3.65821 2.92330 2.98864
H 2.69936 2.66605 4.47716
H 7.70953 2.91010 5.60191
H 6.75043 2.65428 7.08993
H 7.72312 4.12143 6.89379
C -1.11596 -5.02320 0.51645
O -1.86784 -3.85271 0.21012
C -3.18866 -4.01574 0.36078
O -3.74218 -5.02746 0.70614
O -3.77626 -2.86633 0.05615
C -5.19951 -2.86692 0.15002
H -0.06296 -4.80082 0.36318
H -1.26281 -5.30936 1.55747
H -1.40533 -5.83613 -0.14844
H -5.51886 -3.08380 1.16834
H -5.63091 -3.58498 -0.54616
H -5.53594 -1.86896 -0.11917
C 4.48643 -4.59684 2.77561
O 3.63134 -5.50413 3.48128
C 4.07659 -6.75403 3.52382
O 5.09893 -7.16252 3.03701
O 3.19050 -7.48853 4.20460
C 3.54559 -8.86372 4.32787
H 4.02086 -3.61553 2.80890
H 5.46091 -4.53616 3.25581
H 4.58944 -4.89682 1.73426
H 4.48478 -8.97230 4.86866
H 3.61528 -9.33317 3.34763
H 2.75431 -9.34748 4.89495
```

Values from the calculation:
**2S+1**: 1
**HOMO energy**: -4.57 eV
**Net charge**: -1
**Lowest unoccupied orbital energy**: 2.01 eV
**Orbital gap**: 6.6 eV

Mulliken population analysis, charges in e, atoms 1 to 5: -1.64, 0.31, -0.16, -0.97, -0.17



# 3
The following is a DFT calculation (wB97M-V/def2-TZVPD) of a structure of composition C32H54MgN4O3PS2 at a distorted geometry.

XYZ file:
```
97
C32H54MgN4O3PS2, DFT wB97M-V/def2-TZVPD
Mg 1.43314 -0.31635 -0.72434
O 4.36730 -1.68142 2.24700
C 5.32284 -0.78946 1.90528
C 6.58452 -0.94065 2.47816
C 7.59386 -0.05139 2.17741
C 7.36766 1.00957 1.30278
C 6.12947 1.15505 0.71807
C 5.08957 0.26078 0.99857
C 3.78870 0.38745 0.31134
O 2.80759 -0.40957 0.60166
N 3.71543 1.28728 -0.63678
N 2.53871 1.30079 -1.38870
C 2.56937 2.28568 -2.23356
S 3.91032 3.41026 -2.15238
C 3.39263 4.37734 -3.61813
C 1.89418 4.28438 -3.78937
S 1.40420 2.55392 -3.50070
H 3.54490 -1.39670 1.80353
H 6.73776 -1.76402 3.16323
H 8.56966 -0.17680 2.62864
H 8.15669 1.71637 1.08493
H 5.93630 1.95954 0.02287
H 3.91625 3.97972 -4.48600
H 3.70563 5.40595 -3.44740
H 1.57929 4.53789 -4.80004
H 1.35887 4.90899 -3.07516
N 0.18542 -0.26398 -2.50468
C 0.50227 -0.77983 -3.85445
C 0.25496 -2.28359 -3.97760
C 1.41478 -3.19879 -3.57384
C 1.66906 -3.32744 -2.07747
N 2.30493 -2.12575 -1.49798
H -0.77371 -0.52384 -2.28832
H 0.18663 0.75410 -2.56011
H 1.54598 -0.54313 -4.07365
H -0.11040 -0.26611 -4.59953
H 0.01338 -2.49564 -5.01981
H -0.63246 -2.54947 -3.39096
H 2.33232 -2.86903 -4.07210
H 1.19584 -4.20026 -3.94771
H 2.30410 -4.20050 -1.90958
H 0.72343 -3.50015 -1.55688
H 3.08975 -1.85003 -2.08532
H 2.72390 -2.38267 -0.60636
O 0.01891 -0.41185 0.55470
P -1.24556 -0.06340 1.32005
C -1.15640 1.67123 1.97340
C -2.49798 2.40165 2.11586
C -2.96338 3.03144 0.80475
C -1.90088 3.98720 0.27005
C -0.60230 3.22383 0.02431
C -0.09879 2.54650 1.29410
C -2.58385 -0.39773 0.08411
C -4.05679 -0.24414 0.45287
C -4.90880 -0.24042 -0.82953
C -4.34137 -1.18037 -1.90859
C -3.56238 -2.32406 -1.26417
C -2.31491 -1.78570 -0.55049
C -1.18454 -1.03213 2.89929
C -2.06163 -0.54902 4.06126
C -3.50700 -1.02961 3.95602
C -3.55486 -2.55460 3.89226
C -2.74306 -3.05403 2.69825
C -1.29782 -2.55719 2.75897
H -0.77363 1.47157 2.97818
H -2.36576 3.19894 2.85322
H -3.26506 1.72909 2.51057
H -3.90583 3.55757 0.96541
H -3.14314 2.25210 0.05676
H -1.72395 4.78376 0.99864
H -2.24533 4.45549 -0.65400
H 0.16882 3.90136 -0.34215
H -0.77992 2.46749 -0.75066
H 0.19676 3.31915 2.00915
H 0.78950 1.95155 1.07788
H -2.35678 0.38084 -0.65766
H -4.23261 0.68215 1.00096
H -4.36802 -1.06608 1.09778
H -4.97221 0.77376 -1.23010
H -5.92414 -0.54412 -0.57179
H -3.67152 -0.63056 -2.57920
H -5.15150 -1.57374 -2.52200
H -3.26190 -3.05399 -2.01726
H -4.21220 -2.84158 -0.55382
H -1.48498 -1.71274 -1.25438
H -1.99980 -2.50221 0.20543
H -0.13596 -0.80518 3.13675
H -2.03723 0.53559 4.17117
H -1.62826 -0.96812 4.97431
H -3.97393 -0.60852 3.05951
H -4.07054 -0.66899 4.81800
H -4.58703 -2.90036 3.81239
H -3.14353 -2.96865 4.81735
H -3.22787 -2.70024 1.78523
H -2.74564 -4.14508 2.66704
H -0.72435 -2.89900 1.89419
H -0.82406 -2.99734 3.64108
```

Values from the calculation:
**2S+1**: 1
**HOMO energy**: -9.91 eV
**Net charge**: +1
**Lowest unoccupied orbital energy**: -1.88 eV
**Orbital gap**: 8.0 eV

Mulliken population analysis, charges in e, atoms 1 to 5: 0.90, -0.74, 0.33, -0.75, -0.32



# 4
The following is a DFT calculation (wB97M-V/def2-TZVPD) of the ion C32H54N13O5 with charge +1 at a distorted geometry.

XYZ file:
```
104
C32H54N13O5, DFT wB97M-V/def2-TZVPD
C 2.19027 3.19123 -3.35456
C 2.57828 2.28238 -2.67806
C 3.08975 1.23130 -1.81523
H 2.29148 0.51453 -1.58456
O 3.52761 1.69724 -0.54549
C 4.63407 2.56981 -0.58480
H 5.52805 2.05427 -0.96512
C 4.88843 3.03673 0.85224
H 5.73574 3.73218 0.87042
O 3.74326 3.61762 1.43878
C 3.54713 4.97361 1.08273
C 2.17663 5.45759 1.56264
O 1.07292 4.77253 1.02601
C 1.00591 4.72249 -0.39000
C -0.43856 4.40280 -0.79344
N -0.98447 3.36259 0.05082
C -1.67779 2.30422 -0.45204
N -1.51122 1.96867 -1.71352
C -2.17304 0.86500 -2.09778
N -3.08569 0.24067 -1.34077
C -3.19753 0.68392 -0.09737
N -2.43177 1.64451 0.44273
N -4.18660 0.16329 0.66723
C -4.98334 -0.93058 0.17797
H -5.98921 -0.82370 0.59188
C -4.34813 -2.27536 0.61863
N -3.41369 -2.01145 1.69164
C -2.09530 -2.24244 1.71395
O -1.38929 -1.85782 2.64343
C -1.43213 -2.99647 0.55241
N -0.14724 -2.37150 0.37111
N 0.01389 -1.43158 -0.54770
N 1.20741 -0.96779 -0.45675
C 1.86245 -1.59739 0.54168
C 0.98506 -2.51206 1.09135
H 1.08354 -3.21058 1.89253
C 3.28883 -1.31766 0.86483
H 3.58208 -0.40558 0.34604
H 3.89533 -2.14062 0.47596
C 3.56380 -1.17022 2.36307
H 3.15313 -2.02346 2.90608
H 4.64246 -1.16465 2.52380
C 2.99257 0.12654 2.94076
N 1.54774 0.14264 2.90127
C 0.75124 0.93145 2.17312
N -0.56575 0.77313 2.33077
H -1.22474 1.22232 1.68247
H -0.89280 -0.09485 2.74541
N 1.20954 1.87560 1.37526
H 2.18981 2.10067 1.27062
H 0.55275 2.48179 0.89096
H 1.08779 -0.58752 3.42693
H 3.37339 0.98163 2.38456
H 3.30752 0.22763 3.98487
H -1.96360 -2.83034 -0.38799
C -1.29142 -4.50784 0.83487
C -2.64945 -5.13975 1.12589
H -3.29862 -5.08704 0.25515
H -3.13765 -4.64978 1.96452
H -2.51723 -6.18559 1.38578
C -0.60149 -5.18972 -0.35500
C -0.13654 -6.60665 -0.03991
H 0.52060 -6.61257 0.82690
H 0.41268 -7.01059 -0.88601
H -0.97690 -7.26511 0.15918
H 0.26865 -4.60241 -0.65717
H -1.29106 -5.21224 -1.20183
H -0.66734 -4.62554 1.72666
C -3.99268 -1.14661 2.70708
H -3.32871 -1.12192 3.57050
C -4.18828 0.26844 2.10594
H -5.14474 0.68427 2.43898
H -3.38952 0.94746 2.39912
H -4.95018 -1.57745 3.00795
H -3.84820 -2.74516 -0.22258
H -5.12067 -2.95950 0.98483
H -5.03028 -0.86401 -0.90741
N -1.95359 0.40159 -3.33050
C -0.82813 0.84847 -4.12026
H -0.43436 1.76661 -3.68879
C 0.24252 -0.25101 -4.11112
H 1.06574 0.00489 -4.77869
O -0.28210 -1.47562 -4.57388
C -1.35192 -1.90304 -3.76430
H -1.68929 -2.85468 -4.17822
C -2.48545 -0.86792 -3.76966
H -3.29223 -1.16158 -3.10059
H -2.86684 -0.74972 -4.78858
H -1.00011 -2.04120 -2.72971
H 0.61778 -0.37118 -3.08482
H -1.17125 1.02317 -5.14449
H -1.29129 3.67003 0.96374
H -1.05253 5.30561 -0.70971
H -0.46156 4.04048 -1.82157
H 1.67209 3.94011 -0.77345
H 1.29745 5.68612 -0.82709
H 2.09407 5.31171 2.64124
H 2.11018 6.53211 1.33428
H 4.31868 5.59659 1.55779
H 3.62652 5.10252 -0.00346
H 5.13114 2.16972 1.47238
H 4.42450 3.42147 -1.24652
H 3.91305 0.71479 -2.33352
H 1.83802 3.96032 -3.97568
```

Values from the calculation:
**2S+1**: 1
**HOMO energy**: -10.62 eV
**ΔE to the lowest compared entry with this formula, charge and spin**: 0.0 kcal per mole
**Net charge**: +1
**Lowest unoccupied orbital energy**: -1.41 eV
**Orbital gap**: 9.2 eV

Mulliken population analysis, charges in e, atoms 1 to 5: -0.30, -0.38, 0.87, -0.93, 0.34